Record 1
31
Properties=species:S:1:pos:R:3 method="wB97M-V/def2-TZVPD" lumo_energy_ev=0.776 e_above_lowest_kcal_mol=66.74 smiles=Cc1ccc(O)cc1.Cc1ccccc1
C 0.53 2.79 3.55
C 0.14 1.11 1.56
C -0.24 1.86 2.71
C -0.50 -0.07 1.14
C -1.41 -0.60 2.05
C -1.45 1.37 3.36
C -1.94 0.09 3.17
H 0.96 1.49 0.90
H -0.14 -0.61 0.32
H 1.56 3.02 3.01
H 1.04 2.33 4.39
H -1.81 -1.61 1.82
H -1.71 2.05 4.07
H -2.72 -0.50 3.61
H -0.07 3.67 3.67
C 2.29 0.27 -3.49
C -0.80 -2.00 -1.62
C -1.12 -1.28 -2.74
C 0.50 -2.01 -1.07
C -0.15 -0.45 -3.47
C 1.37 -1.26 -1.78
C 1.11 -0.45 -2.94
O -1.68 -2.88 -1.04
H -2.08 -1.36 -3.13
H -2.62 -2.47 -1.18
H 0.81 -2.47 -0.19
H -0.47 0.06 -4.43
H 2.50 -1.36 -1.60
H 2.90 -0.44 -4.10
H 3.13 0.41 -2.67
H 2.07 1.30 -3.88


Record 2
14
Properties=species:S:1:pos:R:3 method="wB97M-V/def2-TZVPD" lumo_energy_ev="-1.716 / -1.731" e_above_lowest_kcal_mol=173.09
C 0.62 -0.96 1.64
C 0.35 0.12 0.97
C -1.36 -0.17 -0.73
C 0.98 1.42 0.51
N -0.60 -0.36 -1.88
F -2.31 0.74 -0.83
F -1.87 -1.26 -0.12
F 0.23 2.47 0.78
F 2.14 1.61 1.09
F 1.22 1.42 -0.78
F -1.48 -1.19 -2.89
F 0.53 -1.11 -1.71
H 1.50 -0.85 2.33
H 0.06 -1.88 1.63


Record 3
81
Properties=species:S:1:pos:R:3 method="wB97M-V/def2-TZVPD" lumo_energy_ev="0.584 / 0.266" multiplicity=3 s2=2.008
O 3.08 2.64 -5.21
C 2.50 1.65 -4.88
O 1.92 1.49 -3.68
C 2.38 0.36 -2.92
C 3.75 0.61 -2.31
C 5.00 0.42 -3.19
C 4.95 -0.80 -4.11
C 6.14 -0.88 -5.04
F 6.28 -2.15 -5.52
F 7.31 -0.57 -4.39
C 6.08 0.06 -6.28
F 6.85 -0.39 -7.26
F 4.83 0.15 -6.75
F 6.48 1.29 -5.97
H 2.39 0.79 -5.56
H 1.66 0.23 -2.12
H 2.33 -0.55 -3.53
H 3.83 0.01 -1.40
H 3.74 1.66 -1.99
H 5.19 1.32 -3.77
H 5.85 0.28 -2.53
H 4.94 -1.73 -3.54
H 4.06 -0.79 -4.74
C -3.59 0.41 0.42
C -2.63 0.94 -0.68
C -3.20 2.17 -1.40
C -4.27 1.88 -2.44
C -3.79 0.81 -3.41
C -3.36 -0.47 -2.70
N -2.32 -0.14 -1.67
O -1.16 0.02 -2.20
C -4.58 -1.17 -2.09
C -2.75 -1.45 -3.70
C -1.36 1.35 0.04
H -4.00 -0.57 0.19
H -3.05 0.28 1.36
H -4.43 1.09 0.60
H -2.37 2.69 -1.89
H -3.58 2.86 -0.64
H -5.21 1.58 -1.95
H -4.50 2.80 -2.99
H -4.58 0.56 -4.13
H -2.95 1.20 -3.99
H -4.29 -2.04 -1.52
H -5.24 -1.50 -2.90
H -5.18 -0.52 -1.45
H -1.93 -1.01 -4.26
H -3.52 -1.76 -4.41
H -2.38 -2.34 -3.19
H -0.87 0.48 0.49
H -1.61 2.04 0.84
H -0.65 1.84 -0.62
C -1.47 0.84 6.21
C -1.55 -0.48 5.41
C -1.07 -1.68 6.25
C 0.44 -1.82 6.38
C 1.10 -1.76 5.00
C 0.73 -0.50 4.23
N -0.76 -0.40 4.14
O -1.24 -1.19 3.24
C 1.37 0.72 4.91
C 1.32 -0.55 2.82
C -3.02 -0.70 5.07
H -0.73 1.53 5.81
H -2.42 1.37 6.16
H -1.23 0.67 7.26
H -1.46 -2.60 5.78
H -1.54 -1.62 7.23
H 0.84 -1.04 7.04
H 0.67 -2.77 6.86
H 2.19 -1.81 5.10
H 0.81 -2.64 4.43
H 1.06 1.64 4.42
H 2.45 0.64 4.83
H 1.14 0.80 5.97
H 1.01 -1.44 2.28
H 2.40 -0.56 2.89
H 1.02 0.32 2.24
H -3.38 0.07 4.39
H -3.59 -0.64 6.00
H -3.20 -1.67 4.62


Record 4
44
Properties=species:S:1:pos:R:3 method="wB97M-V/def2-TZVPD" lumo_energy_ev=-1.976 e_above_lowest_kcal_mol=57.39
C -1.36 0.85 -4.86
C -1.64 -0.01 -3.69
C -0.91 0.06 -2.53
N -1.14 -0.63 -1.42
C -2.19 -1.53 -1.39
O -2.56 -2.18 -0.41
N -2.87 -1.70 -2.58
C -2.73 -0.97 -3.75
O -3.49 -1.19 -4.69
H -2.09 0.60 -5.64
H -1.44 1.91 -4.61
H -0.34 0.69 -5.25
H -0.04 0.73 -2.44
H -3.63 -2.36 -2.52
C -3.03 2.09 4.57
C -2.18 1.37 3.58
C -2.78 0.62 2.56
C -2.02 -0.04 1.63
C -0.60 0.05 1.64
C 0.13 -0.63 0.62
C 1.51 -0.49 0.32
C 2.10 -1.48 -0.53
C 3.47 -1.51 -0.73
C 4.30 -0.56 -0.11
C 5.78 -0.64 -0.28
C 3.73 0.46 0.65
C 2.35 0.56 0.81
C 0.00 0.73 2.74
C -0.78 1.41 3.66
H -2.41 2.77 5.15
H -3.84 2.64 4.08
H -3.50 1.38 5.25
H -3.88 0.54 2.52
H -2.48 -0.70 0.90
H -0.36 -1.50 0.19
H 1.44 -2.21 -0.97
H 3.91 -2.31 -1.33
H 6.26 0.05 0.41
H 6.15 -1.65 -0.07
H 6.08 -0.40 -1.30
H 4.40 1.16 1.15
H 1.92 1.43 1.31
H 1.08 0.64 2.90
H -0.32 1.96 4.48


Record 5
19
Properties=species:S:1:pos:R:3 method="wB97M-V/def2-TZVPD" lumo_energy_ev=-3.101 e_above_lowest_kcal_mol=54.85 charge=+1
C 0.16 1.00 0.81
C 2.00 0.57 -0.62
C 3.00 1.59 -0.39
C -0.52 -1.15 -0.08
N -1.16 -1.77 -1.10
N -0.55 0.19 -0.02
N 1.69 -0.42 -1.20
Cl -3.69 -0.22 0.83
H -0.04 2.04 0.60
H 4.01 1.16 -0.60
H 2.72 2.58 -0.88
H 3.12 1.67 0.70
H -0.03 -1.82 0.67
H -1.60 -1.11 -1.73
H -1.41 -2.73 -1.03
H -1.21 0.50 -0.67
H 0.39 0.54 1.79
H -4.25 -0.41 1.93
H 2.26 -0.97 -1.88


Record 6
5
Properties=species:S:1:pos:R:3 method="wB97M-V/def2-TZVPD" lumo_energy_ev=-2.304 e_above_lowest_kcal_mol=171.83
C -1.66 0.24 -0.04
C -0.41 0.59 0.00
O 1.63 -1.28 -0.43
O 0.61 1.18 -0.23
S 1.21 -0.40 0.58


Record 7
6
Properties=species:S:1:pos:R:3 method="wB97M-V/def2-TZVPD" lumo_energy_ev=0.643 e_above_lowest_kcal_mol=1.67 smiles=O.O
H 1.62 -0.90 0.11
H 1.64 0.64 0.21
H -1.96 0.72 -0.14
H -0.75 -0.14 0.05
O 1.15 -0.10 -0.15
O -1.69 -0.23 -0.07


Record 8
119
Properties=species:S:1:pos:R:3 method="wB97M-V/def2-TZVPD" lumo_energy_ev="-0.247 / -0.210" multiplicity=2 s2=0.750
K 3.34 3.07 2.46
K 4.14 -0.92 1.69
K 0.48 0.38 2.90
C 1.02 2.99 5.07
O 0.48 3.21 3.68
O 1.90 1.90 4.87
C 1.42 4.30 5.86
F 1.67 4.15 7.17
F 2.48 4.86 5.35
F 0.49 5.09 5.94
C -0.87 3.68 3.49
C -1.36 3.78 2.00
H -1.05 2.98 1.31
H -2.44 3.94 2.00
H -0.95 4.67 1.52
H -1.11 4.51 4.15
H -1.58 2.92 3.83
H 0.19 2.53 5.61
C 1.41 0.69 -0.49
O 0.37 -0.02 0.16
O 2.22 1.05 0.65
C 1.99 -0.16 -1.79
F 3.01 -0.93 -1.62
F 1.14 -0.94 -2.41
F 2.29 0.76 -2.78
C -0.97 0.17 -0.35
C -1.85 -0.68 0.47
H -2.83 -0.71 -0.02
H -1.59 -1.74 0.48
H -2.01 -0.43 1.51
H -1.08 -0.19 -1.37
H -1.37 1.18 -0.40
H 0.98 1.55 -1.02
Cl 3.31 4.64 -5.32
C 2.12 4.63 -3.95
C 0.82 5.37 -4.30
Cl -0.33 4.33 -5.09
H 2.71 5.22 -3.24
H 1.98 3.65 -3.50
H 0.98 6.10 -5.10
H 0.26 5.82 -3.48
Cl -6.09 3.31 -4.25
C -4.52 4.14 -4.06
C -4.12 4.19 -2.58
Cl -3.18 2.72 -2.20
H -4.56 5.17 -4.43
H -3.90 3.54 -4.72
H -4.97 4.13 -1.91
H -3.59 5.12 -2.41
O 4.32 -2.68 -7.71
P 3.88 -2.54 -6.31
N 3.64 -0.92 -5.89
C 2.43 -0.26 -6.01
C 4.59 -0.18 -5.12
N 4.82 -3.15 -5.03
C 4.39 -3.33 -3.56
C 6.18 -3.57 -5.20
N 2.26 -3.28 -6.21
C 1.36 -3.34 -4.95
C 1.68 -3.94 -7.43
H 2.67 0.63 -6.59
H 1.82 -0.20 -5.11
H 1.74 -0.68 -6.74
H 4.33 0.88 -5.14
H 5.63 -0.22 -5.46
H 4.60 -0.66 -4.14
H 5.16 -3.11 -2.83
H 3.53 -2.66 -3.44
H 3.99 -4.31 -3.31
H 6.83 -2.75 -4.92
H 6.40 -4.44 -4.58
H 6.41 -3.73 -6.26
H 1.13 -2.37 -4.52
H 0.51 -3.99 -5.19
H 1.83 -3.97 -4.19
H 0.60 -3.81 -7.35
H 1.97 -4.96 -7.68
H 2.06 -3.41 -8.31
O -1.68 -0.15 4.34
P -2.96 -0.22 5.15
N -3.47 1.27 5.52
C -4.40 1.90 4.56
C -2.69 2.15 6.31
N -2.83 -0.99 6.66
C -3.83 -0.96 7.74
C -1.45 -1.46 7.03
N -4.27 -1.09 4.35
C -4.17 -1.62 2.99
C -5.53 -1.32 4.96
H -5.45 1.69 4.77
H -4.19 1.52 3.56
H -4.29 2.98 4.51
H -3.29 2.64 7.08
H -2.09 2.90 5.81
H -2.03 1.58 6.96
H -4.01 -2.02 7.93
H -3.52 -0.60 8.72
H -4.76 -0.44 7.52
H -0.80 -0.60 7.17
H -1.30 -2.13 7.89
H -0.90 -1.75 6.14
H -4.72 -2.56 3.01
H -4.56 -0.88 2.30
H -3.13 -1.89 2.78
H -6.41 -0.94 4.44
H -5.63 -0.78 5.91
H -5.49 -2.39 5.15
O 3.93 -3.90 0.11
C 2.77 -4.20 -0.12
O 2.39 -5.41 -0.34
C 1.07 -5.55 -0.62
C 0.37 -4.29 -0.17
C 1.59 -3.41 0.34
H 0.53 -6.31 -0.05
H 0.89 -5.64 -1.69
H -0.32 -4.51 0.65
H -0.15 -3.69 -0.91
H 1.58 -3.27 1.42
H 1.59 -2.40 -0.09


Summary of max |F| in Eh/bohr
0.092; 0.092; 0.028; 0.032; 0.085; 0.153; 0.036; 0.150
(order as listed above)